ORCA calculation (ωB97M-V/def2-TZVPD) on a structure of composition C27H36IO2P2SiW.

Computed properties:
Energy relative to the best compared isomer or geometry (same formula, charge and spin) in eV: 0.6586
Gap between HOMO and LUMO (alpha / beta) in eV: 5.37 / 1.89
HOMO level (alpha / beta) in eV: -15.7 / -15.7
Net charge: +3
Spin multiplicity: 3
LUMO energy (alpha / beta) in eV: -10.32 / -13.80

```
70
C27H36IO2P2SiW | the OMol25 dataset | ωB97M-V/def2-TZVPD
C 0.00082 -0.07090 -7.32928
C 0.00831 0.70437 -6.04478
H 0.00390 0.62958 -8.17362
H -0.89504 -0.70062 -7.36825
H 0.88768 -0.71311 -7.37216
O 0.02157 1.89273 -5.86573
I -0.01181 -0.68340 -4.35484
W 0.07328 0.49171 0.86212
P 2.02314 -0.26386 -0.06409
C 3.18135 0.98538 0.62745
C 2.76524 -1.85423 0.42623
H 3.83750 -1.83308 0.18254
H 3.48518 -0.37984 -2.01439
H 2.27909 -2.65481 -0.14363
H 1.81012 -0.92445 -2.36906
H 3.06175 1.12142 1.70723
H 2.62443 -2.04122 1.49696
C 2.41778 -0.18161 -1.83030
H 4.20630 0.64278 0.42081
H 2.15977 0.80925 -2.22125
H 3.02348 1.95347 0.13722
P -1.92871 -0.19736 0.01300
C -2.94081 1.16491 0.72360
C -2.33954 -0.08656 -1.74417
H -2.38508 -2.55612 0.05888
H -3.89425 -1.59061 0.16665
H -2.81651 -1.80722 1.59832
C -2.85390 -1.67734 0.51225
H -1.76320 -0.84560 -2.29366
H -3.41477 -0.25511 -1.90837
H -3.99459 0.91584 0.53246
H -2.70515 2.12222 0.24321
H -2.06555 0.90004 -2.13450
H -2.79620 1.27075 1.80455
C 0.06062 2.48262 0.79732
O 0.00172 3.64853 0.65014
C -1.07657 3.19075 5.30041
C 0.27169 2.94478 5.00885
C 0.63587 1.83372 4.23941
C -0.35545 0.97900 3.71947
C -1.70758 1.20861 4.04474
C -2.06249 2.32173 4.82080
Si 0.24619 -0.68555 2.92503
C 1.63725 -1.20479 4.10412
C 2.98229 -0.94533 3.82355
C 3.96677 -1.22359 4.77707
C 3.60848 -1.76728 6.01596
C 2.26634 -2.06408 6.28917
C 1.28391 -1.79515 5.32762
C -0.91248 -2.14889 3.18876
C -0.62712 -3.29029 2.42726
C -1.39358 -4.44869 2.59550
C -2.45587 -4.46401 3.50591
C -2.74650 -3.32363 4.25823
C -1.96810 -2.16420 4.10916
H -1.35517 4.06416 5.88936
H 1.04571 3.61303 5.38267
H 1.69302 1.63256 4.03064
H -2.48829 0.53267 3.67699
H -3.11451 2.50314 5.04209
H 3.27765 -0.51274 2.86437
H 5.01185 -0.99922 4.54564
H 4.37377 -1.95526 6.77028
H 1.97952 -2.50082 7.24614
H 0.24268 -2.04560 5.54236
H 0.19663 -3.28108 1.70585
H -1.14307 -5.33311 2.01204
H -3.05422 -5.37013 3.62817
H -3.57018 -3.32821 4.97428
H -2.17378 -1.29315 4.73224
```

***

ORCA calculation (ωB97M-V/def2-TZVPD) on a structure of composition C27H36IO3P2PdSi.

Computed properties:
Energy relative to the best compared isomer or geometry (same formula, charge and spin) in eV: 0.4118
Gap between HOMO and LUMO (alpha / beta) in eV: 6.35 / 2.03
HOMO level (alpha / beta) in eV: -15.1 / -15.1
Net charge: +3
Spin multiplicity: 5
LUMO energy (alpha / beta) in eV: -8.74 / -13.05

```
71
C27H36IO3P2PdSi | the OMol25 dataset | ωB97M-V/def2-TZVPD
C 7.48283 -5.91478 -0.30501
C 6.20697 -5.47698 0.35826
H 7.89370 -6.77530 0.22922
H 8.18958 -5.08030 -0.30388
H 7.27310 -6.16676 -1.34827
O 5.67350 -5.94620 1.30764
I 5.31426 -3.70726 -0.68702
Pd 1.23758 -1.15026 0.23653
P 0.13813 -2.55485 -1.24338
C -1.45254 -3.28604 -0.70255
C -0.27969 -1.75915 -2.83952
H -0.72049 -2.47960 -3.53723
H 0.60356 -4.59888 -2.51225
H 0.63881 -1.34232 -3.26035
H 2.08191 -3.65335 -2.14067
H -2.15837 -2.48470 -0.46754
H -0.98423 -0.94248 -2.66096
C 1.12639 -4.01192 -1.74924
H -1.87612 -3.92711 -1.48280
H 1.32001 -4.63712 -0.87365
H -1.29066 -3.87549 0.20402
P 2.53959 0.28496 1.50819
C 1.93980 0.72141 3.18358
C 4.23713 -0.33307 1.81108
H 3.24108 1.73992 -0.27513
H 3.50846 2.52725 1.31420
H 1.86640 2.43223 0.61074
C 2.82284 1.91389 0.71957
H 4.68880 -0.56866 0.84417
H 4.84190 0.41369 2.33722
H 2.63580 1.40118 3.68595
H 1.82926 -0.18990 3.77767
H 4.18598 -1.24927 2.40549
H 0.95911 1.19855 3.10445
C -0.03731 -1.32123 1.52491
O -0.85694 -1.43158 2.35324
O 0.17662 0.32791 -0.26701
Si -1.21975 1.23109 -0.24912
C -1.52696 2.59417 1.06087
C -2.82234 3.15796 1.10501
C -3.14840 4.15281 2.03382
C -2.18619 4.61597 2.92733
C -0.89798 4.08882 2.88625
C -0.57779 3.09136 1.96097
C -1.41244 2.30942 -1.80380
C -1.79917 1.79474 -3.05436
C -1.96679 2.63491 -4.15893
C -1.74671 4.00536 -4.03994
C -1.35326 4.53812 -2.81558
C -1.18647 3.70228 -1.70904
C -2.74215 0.18563 0.14745
C -3.56603 -0.36318 -0.85052
C -4.70321 -1.10224 -0.50520
C -5.04110 -1.29236 0.83564
C -4.24605 -0.73815 1.83636
C -3.10959 -0.00227 1.49487
H -3.59125 2.81860 0.42397
H -4.14923 4.56333 2.05875
H -2.43408 5.38722 3.64527
H -0.14231 4.45591 3.57014
H 0.41136 2.74718 1.95562
H -1.99963 0.76049 -3.20854
H -2.27614 2.22083 -5.10964
H -1.88197 4.65430 -4.89539
H -1.18042 5.60236 -2.71930
H -0.87795 4.16683 -0.78500
H -3.34307 -0.23852 -1.89077
H -5.32609 -1.52950 -1.28054
H -5.92250 -1.86336 1.10050
H -4.51069 -0.87382 2.87744
H -2.52040 0.42732 2.29569
```

***

ORCA calculation (ωB97M-V/def2-TZVPD) on the ion C27H36N3O3S2 with charge -1.

Computed properties:
Gap between HOMO and LUMO in eV: 4.47
Structure (SMILES): CN1CCN(C(=S)S[C@H](c2ccc([N+](=O)[O-])cc2)c2cc(C(C)(C)C)c([O-])c(C(C)(C)C)c2)CC1
HOMO level in eV: -3.3
Net charge: -1
LUMO energy in eV: 1.14

```
71
C27H36N3O3S2 | the OMol25 dataset | ωB97M-V/def2-TZVPD
C -4.28218 -1.19043 -3.52476
N -2.92324 -0.86565 -3.15244
C -2.36624 0.21329 -3.92626
C -1.12142 0.71322 -3.22054
N -0.20944 -0.40126 -2.93810
C 1.06159 -0.02189 -2.54836
S 1.77855 1.41179 -2.99462
S 1.96614 -1.23208 -1.65448
C 2.67383 -0.38710 -0.14806
C 3.31394 -1.51871 0.67290
C 4.61725 -1.37358 1.17143
C 5.23577 -2.40585 1.87075
C 4.54197 -3.61109 2.07283
N 5.13684 -4.68709 2.79208
O 4.48712 -5.75576 2.89216
O 6.27566 -4.54082 3.28968
C 3.24083 -3.78242 1.56631
C 2.62142 -2.72489 0.90018
C 1.58698 0.41366 0.52578
C 0.80893 -0.16215 1.53947
C -0.45749 0.31150 1.80989
C -1.44483 -0.44169 2.72199
C -2.70242 -0.81803 1.92445
C -0.83181 -1.73040 3.25942
C -1.85290 0.44466 3.90496
C -0.89282 1.52021 1.10637
O -2.10701 1.85588 1.10763
C 0.09380 2.31326 0.36142
C -0.28171 3.72948 -0.12307
C -0.60029 4.62918 1.07736
C 0.84208 4.36963 -0.93131
C -1.52528 3.68809 -1.01534
C 1.30561 1.72246 0.10566
C -0.74887 -1.66111 -2.42643
C -2.04983 -2.01007 -3.12319
H -4.89822 -0.29393 -3.39080
H -4.38167 -1.52744 -4.57107
H -4.64897 -1.98322 -2.86352
H -2.09079 -0.09718 -4.95782
H -3.10472 1.02103 -3.97301
H -1.44782 1.20888 -2.28555
H -0.57911 1.44048 -3.84673
H 3.44536 0.26472 -0.57675
H 5.12814 -0.42091 1.00942
H 6.23697 -2.28594 2.28904
H 2.73580 -4.72515 1.74151
H 1.58287 -2.86030 0.58305
H 1.20547 -1.01956 2.08540
H -2.42133 -1.44168 1.06534
H -3.39967 -1.37606 2.56426
H -3.18201 0.09407 1.55420
H -0.54128 -2.39627 2.43760
H 0.03946 -1.52347 3.89094
H -1.57003 -2.26155 3.87086
H -2.34409 1.35405 3.54339
H -2.55108 -0.10561 4.54869
H -0.96968 0.72330 4.49378
H 0.26378 4.70088 1.74545
H -0.85669 5.63795 0.73090
H -1.44953 4.22891 1.63808
H 1.74899 4.47987 -0.32493
H 1.06517 3.76560 -1.82165
H 0.52776 5.37078 -1.25871
H -2.34419 3.19672 -0.47945
H -1.82595 4.70921 -1.28988
H -1.31329 3.13007 -1.93292
H 2.05623 2.23342 -0.50624
H -0.94049 -1.61002 -1.33456
H -0.01410 -2.46294 -2.62016
H -2.54579 -2.81379 -2.56118
H -1.80599 -2.36911 -4.14270
```

***

ORCA calculation (ωB97M-V/def2-TZVPD) on the ion C27H36N3O4 with charge +1.

Computed properties:
Gap between HOMO and LUMO in eV: 8.42
Structure (SMILES): CCOC(=O)c1c(C)n(-c2ccc(C)cc2)c2ccc(OC[C@@H](O)C[NH+]3CCN(C)CC3)cc12
HOMO level in eV: -10.4
Net charge: +1
LUMO energy in eV: -1.99

```
70
C27H36N3O4 | the OMol25 dataset | ωB97M-V/def2-TZVPD
C -5.59293 1.18839 0.58245
C -4.97144 -0.12707 0.13693
O -3.75851 -0.39505 0.84298
C -2.64158 0.16168 0.36371
O -2.60503 0.84214 -0.64477
C -1.45434 -0.14431 1.14746
C -1.26187 -1.03414 2.19321
C -2.24663 -1.93893 2.82990
N 0.04974 -1.01453 2.56869
C 0.64294 -1.78634 3.59403
C 1.71781 -2.61451 3.29718
C 2.31114 -3.35855 4.30007
C 1.84715 -3.29495 5.60845
C 2.47302 -4.11358 6.69188
C 0.77048 -2.45986 5.89094
C 0.17172 -1.70799 4.89919
C 0.73723 -0.11711 1.78304
C 2.06526 0.27808 1.78908
C 2.47407 1.22785 0.87003
C 1.56385 1.79246 -0.02546
O 1.86151 2.77653 -0.97105
C 3.16335 2.90631 -1.48458
C 3.41926 1.91707 -2.64387
O 3.41861 0.57726 -2.21071
C 2.36360 2.06739 -3.75302
N 1.00210 1.62721 -3.35335
C -0.04643 2.33157 -4.13193
C -1.45161 1.82172 -3.74881
N -1.59566 0.40038 -3.90735
C -1.75091 -0.07077 -5.26464
C -0.59659 -0.27137 -3.11836
C 0.83490 0.15686 -3.48277
C 0.22955 1.42773 -0.01437
C -0.18652 0.45861 0.88441
H -4.92955 2.01497 0.33966
H -6.53952 1.33475 0.07096
H -5.76715 1.17857 1.65553
H -5.62642 -0.96916 0.36885
H -4.75743 -0.10263 -0.93684
H -2.81893 -1.40433 3.58788
H -2.95361 -2.29334 2.08461
H -1.74992 -2.78415 3.30155
H 2.07689 -2.68028 2.28060
H 3.14460 -4.00192 4.06017
H 1.82421 -4.95177 6.94576
H 3.43481 -4.51004 6.37815
H 2.61157 -3.51881 7.59215
H 0.40066 -2.39512 6.90322
H -0.65189 -1.05111 5.13332
H 2.76928 -0.13183 2.49613
H 3.50598 1.54221 0.88395
H 3.23457 3.93027 -1.86133
H 3.92645 2.77659 -0.71199
H 4.39073 2.17690 -3.09322
H 4.13634 0.43047 -1.58491
H 2.67219 1.48094 -4.62134
H 2.32402 3.12101 -4.03562
H 0.88930 1.89054 -2.35486
H 0.02458 3.40248 -3.93798
H 0.13948 2.14890 -5.19304
H -2.18767 2.33477 -4.36882
H -1.66859 2.05602 -2.70284
H -0.87760 0.09126 -5.91292
H -2.60572 0.43311 -5.71119
H -1.96349 -1.13763 -5.23944
H -0.68265 -1.34898 -3.26159
H -0.80011 -0.04940 -2.06706
H 1.56020 -0.33425 -2.83633
H 1.04617 -0.10997 -4.52106
H -0.48903 1.92076 -0.64869
```

***

ORCA calculation (ωB97M-V/def2-TZVPD) on a structure of composition C27H36N5O3S4Tl.

Computed properties:
Energy relative to the best compared isomer or geometry (same formula, charge and spin) in eV: 0.0000
Gap between HOMO and LUMO in eV: 6.31
HOMO level in eV: -7.8
LUMO energy in eV: -1.47

```
76
C27H36N5O3S4Tl | the OMol25 dataset | ωB97M-V/def2-TZVPD
Tl -0.62745 0.08500 0.57638
C 0.44870 -1.00092 -2.56675
N 0.31822 -1.69357 -1.27139
C 1.61901 -2.09194 -0.71618
C 2.46845 -0.91523 -0.28065
N 1.97361 -0.25259 0.93995
C 2.09805 -1.10748 2.12758
C 2.56947 1.04184 1.08392
C 3.70548 1.22903 1.86459
C 4.28176 2.48083 1.99994
C 3.70762 3.57199 1.36319
C 2.57210 3.40036 0.59049
C 2.00080 2.13592 0.42069
S 0.61414 2.00796 -0.65107
C -0.52661 -2.85709 -1.40138
C -0.21468 -3.82443 -2.35559
C -0.99062 -4.95455 -2.52189
C -2.10136 -5.13969 -1.70876
C -2.41902 -4.19318 -0.75478
C -1.64622 -3.03655 -0.58714
S -2.20626 -1.94110 0.66770
H 1.10702 -1.54391 -3.25599
H 0.84201 0.00145 -2.42608
H -0.53870 -0.92047 -3.01967
H 2.18660 -2.67277 -1.45410
H 1.42710 -2.74565 0.13554
H 2.50693 -0.17065 -1.07415
H 3.49230 -1.27207 -0.10971
H 3.06655 -1.62128 2.16912
H 1.30935 -1.86279 2.13048
H 1.97507 -0.49918 3.01978
H 4.15854 0.38170 2.36625
H 5.17793 2.60062 2.59463
H 4.14062 4.55879 1.47325
H 2.10757 4.24496 0.09813
H 0.65392 -3.68445 -2.98835
H -0.73267 -5.68342 -3.27923
H -2.72201 -6.01935 -1.81875
H -3.28202 -4.33042 -0.11405
C -0.12770 1.49454 6.86532
N 0.47198 1.30045 5.53173
C 1.36848 2.39069 5.14387
C -0.17721 0.55870 4.59153
S -0.34739 1.25773 3.02065
N -0.63555 -0.64374 4.91924
C -0.38050 -1.23424 6.23040
C -1.64934 -1.30023 4.10454
H -0.19013 2.56502 7.05664
H 0.47988 1.03395 7.64553
H -1.14388 1.11557 6.87534
H 2.03092 2.58633 5.98712
H 0.81947 3.30567 4.90527
H 1.96322 2.11207 4.27920
H 0.59890 -0.92715 6.58885
H -0.38599 -2.31584 6.11768
H -1.14721 -0.94952 6.95227
H -2.53118 -0.66673 4.01383
H -1.93040 -2.23370 4.58366
H -1.25949 -1.52404 3.11922
N -2.64464 1.68769 -0.02432
C -3.37438 1.80908 1.20588
C -3.16192 2.90017 2.03792
C -3.67254 2.88671 3.32784
C -4.41303 1.79923 3.77010
C -4.71027 0.75844 2.90334
C -4.19051 0.76237 1.61738
S -4.65358 1.57519 5.53678
O -5.73742 0.62338 5.66916
O -4.88046 2.89311 6.08884
O -3.34440 1.00717 5.90395
H -3.19521 1.26825 -0.76233
H -2.24182 2.56702 -0.31888
H -2.55196 3.72982 1.69291
H -3.48358 3.69755 4.02215
H -5.32410 -0.06012 3.26147
H -4.38308 -0.06554 0.94349
```

***

ORCA calculation (ωB97M-V/def2-TZVPD) on a cluster of 4 separate species, C27H36N6O4 in total.

Computed properties:
Energy relative to the best compared isomer or geometry (same formula, charge and spin) in eV: 2.4671
Gap between HOMO and LUMO in eV: 2.16
HOMO level in eV: -12.0
Net charge: +4
LUMO energy in eV: -9.86

```
73
C27H36N6O4 | the OMol25 dataset | ωB97M-V/def2-TZVPD
N 8.08966 12.18986 -4.67640
O 7.08229 11.74385 -5.01602
O 9.10655 11.47290 -4.64009
O 8.24470 13.32010 -4.26063
C 5.01072 5.81410 -6.92539
C 4.82144 5.62786 -5.42951
O 3.72871 5.61098 -4.87204
N 6.20346 5.47588 -4.73204
H 6.74258 6.32807 -4.78884
H 5.99123 5.50127 -3.74492
C 6.81106 4.12378 -5.07424
H 4.11339 5.52936 -7.47477
H 5.77265 5.09045 -7.21503
H 5.42945 6.79227 -7.16192
H 7.32430 4.29269 -6.02088
H 6.05055 3.34702 -5.15413
H 7.42385 3.70733 -4.27477
C 14.88837 16.51862 -3.18489
N 15.56407 15.38966 -3.87872
C 16.53732 15.70883 -4.79447
C 17.16264 14.68680 -5.49871
C 16.87440 13.31095 -5.24001
C 15.84716 13.01560 -4.34354
C 15.23958 14.12565 -3.68009
C 17.60625 12.18086 -5.95384
C 18.90667 12.38346 -6.38975
C 19.65843 11.39756 -7.05110
N 19.13906 10.13740 -7.09462
C 17.85441 9.83343 -6.65521
C 17.04001 10.91570 -6.13591
C 19.90052 9.16824 -7.81097
H 14.65722 17.33119 -3.87366
H 15.67933 16.75325 -2.47255
H 14.05879 16.18426 -2.56192
H 16.75442 16.72908 -5.07441
H 17.98013 14.89765 -6.17226
H 15.43458 12.03398 -4.16294
H 14.44139 13.99339 -2.96469
H 19.37379 13.33909 -6.20275
H 20.66473 11.51515 -7.42516
H 17.56854 8.79235 -6.68391
H 16.04134 10.77345 -5.75012
H 20.97029 9.20847 -7.60584
H 19.76676 9.53708 -8.82791
H 19.41894 8.19867 -7.68403
C 1.92358 22.85912 -8.63167
N 2.84596 21.71287 -8.52923
C 4.03803 21.92112 -7.92813
C 4.97467 20.92856 -8.01548
C 4.78228 19.78347 -8.87314
C 3.53798 19.62818 -9.42950
C 2.58150 20.57316 -9.20898
C 5.87244 18.70754 -8.96909
C 5.49779 17.40579 -9.06471
C 6.42998 16.35476 -9.19103
N 7.73759 16.66727 -9.16501
C 8.18104 17.96258 -9.14992
C 7.23639 18.97681 -9.04266
C 8.70883 15.60704 -9.29884
H 1.95735 23.38278 -7.67629
H 0.91027 22.48843 -8.78623
H 2.17425 23.43482 -9.52264
H 4.11430 22.86776 -7.41390
H 5.98404 21.06559 -7.65664
H 3.35269 18.75590 -10.03876
H 1.60022 20.53133 -9.65814
H 4.48073 17.04392 -9.09642
H 6.14807 15.31221 -9.18611
H 9.24541 18.14564 -9.15241
H 7.66270 19.96909 -9.03460
H 9.58986 15.68749 -8.66212
H 8.97484 15.54498 -10.35406
H 8.27390 14.63893 -9.05044
```

***

The records above give, respectively, calculated total energy values of -69028.5391, -72731.7659, -60865.2921, -41238.7611, -90210.8916, -45671.5799 eV.